# 1
Density functional theory data (wB97M-V/def2-TZVPD) for a structure of composition C22H26N6O9SV.

Geometry as XYZ:
```
65
Properties=species:S:1:pos:R:3:lowdin_charge:R:1
V -0.633 -0.451 -0.915 0.891
C 5.057 0.057 -2.437 -0.074
C 4.480 -1.212 -1.830 -0.252
N 3.844 -0.962 -0.540 -0.124
C 4.716 -1.033 0.637 -0.204
C 4.637 -2.381 1.336 -0.066
C 2.552 -0.641 -0.404 -0.643
S 1.606 -0.446 -1.836 0.804
N 2.152 -0.414 0.858 0.136
C 0.955 -0.610 1.334 -0.400
O -0.015 -1.237 0.733 -0.155
C 0.656 -0.065 2.681 -0.143
C 1.616 0.653 3.389 -0.029
C 1.306 1.191 4.625 -0.071
C 0.036 1.019 5.160 -0.079
C -0.926 0.310 4.455 -0.073
C -0.619 -0.229 3.216 -0.012
H 5.554 -0.167 -3.381 0.078
H 5.788 0.516 -1.769 0.074
H 4.265 0.781 -2.629 0.064
H 5.265 -1.950 -1.654 0.119
H 3.750 -1.663 -2.497 0.078
H 4.437 -0.233 1.319 0.110
H 5.730 -0.841 0.285 0.116
H 3.635 -2.542 1.733 0.070
H 5.346 -2.419 2.163 0.076
H 4.874 -3.193 0.647 0.074
H 2.591 0.798 2.948 0.108
H 2.050 1.758 5.169 0.105
H -0.207 1.446 6.125 0.103
H -1.918 0.185 4.868 0.102
H -1.364 -0.770 2.651 0.114
O -4.658 5.479 -1.956 0.065
N -3.701 5.693 -1.232 -0.361
O -3.433 6.775 -0.747 0.077
C -2.821 4.569 -0.932 -0.139
C -3.115 3.314 -1.467 0.087
C -2.276 2.291 -1.164 -0.100
C -1.107 2.403 -0.341 -0.236
O -0.357 1.388 -0.150 -0.111
C -0.886 3.703 0.177 -0.035
C -1.722 4.765 -0.126 0.085
N 0.249 3.982 1.059 -0.335
O 0.813 3.048 1.588 0.104
O 0.554 5.152 1.222 0.069
N -2.461 0.946 -1.661 -0.249
O -1.515 0.563 -2.504 -0.149
O -2.648 0.055 -0.703 -0.126
H -3.980 3.170 -2.098 0.136
H -1.504 5.741 0.280 0.133
C -3.427 -2.098 -3.222 -0.006
N -3.250 -2.995 -2.086 -0.116
C -4.378 -3.863 -1.784 -0.022
C -2.126 -2.995 -1.384 -0.440
C -1.983 -3.902 -0.194 0.030
O -1.164 -2.253 -1.697 -0.104
H -3.706 -2.678 -4.103 0.100
H -2.511 -1.552 -3.409 0.078
H -4.223 -1.387 -2.996 0.102
H -5.298 -3.320 -1.996 0.097
H -4.389 -4.148 -0.737 0.083
H -4.354 -4.762 -2.403 0.103
H -2.187 -4.942 -0.446 0.094
H -2.684 -3.600 0.587 0.102
H -0.971 -3.799 0.185 0.088
```

2S+1	4
expectation value of S²	3.763
energy relative to the best compared isomer or geometry (same formula, charge and spin)	2.6	kcal per mole



# 2
Density functional theory data (wB97M-V/def2-TZVPD) for a structure of composition C22H27BBr40F2NO6 at a distorted geometry.

Geometry as XYZ:
```
99
Properties=species:S:1:pos:R:3:lowdin_charge:R:1
C -2.169 -0.110 1.355 -0.166
C -3.172 0.614 0.474 -0.652
Br -4.151 -0.604 -0.784 0.609
C -4.249 1.351 1.305 -0.189
C -4.568 2.668 0.582 -0.292
O -3.541 3.494 0.178 0.028
B -3.360 4.464 1.279 -0.828
O -2.643 5.631 0.845 0.056
O -4.826 4.666 1.662 0.029
C -5.667 3.664 1.212 -0.334
C -6.437 3.258 2.481 -0.051
C -5.580 2.978 3.749 -0.209
O -5.898 1.657 4.244 -0.101
N -6.553 4.016 0.010 0.151
C -6.310 5.330 -0.489 -0.439
O -6.571 6.370 0.021 0.213
F -5.672 5.307 -1.671 0.139
C -7.893 3.776 0.216 -0.564
O -8.720 4.577 0.579 -0.157
F -8.305 2.534 -0.003 0.136
H -2.616 -0.900 1.962 0.077
H -1.626 0.610 1.976 0.062
H -1.413 -0.559 0.709 0.020
H -2.613 1.291 -0.168 0.094
H -5.139 0.719 1.350 0.096
H -3.789 1.527 2.283 0.072
H -5.050 2.320 -0.349 0.136
H -2.929 3.918 2.273 0.071
H -2.844 5.714 -0.093 0.066
H -7.113 4.082 2.733 0.129
H -7.027 2.344 2.317 0.122
H -5.895 3.654 4.541 0.124
H -4.503 2.973 3.598 0.006
H -5.813 1.038 3.514 0.053
C -0.214 -4.253 -0.112 -1.617
Br 1.370 -3.187 -0.362 0.493
Br -0.143 -5.264 1.531 0.569
Br -1.802 -3.172 -0.232 0.607
H -0.248 -4.968 -0.923 -0.043
C 2.967 -5.097 -3.695 -1.583
Br 4.561 -4.052 -3.994 0.563
Br 3.073 -6.112 -2.058 0.534
Br 1.369 -4.018 -3.771 0.512
H 2.903 -5.811 -4.504 -0.030
C -0.551 3.651 4.385 -1.607
Br -2.144 2.590 4.487 0.689
Br -0.121 4.467 6.080 0.558
Br 0.936 2.638 3.683 0.548
H -0.751 4.453 3.683 -0.023
C 5.724 -0.397 -1.843 -1.606
Br 5.977 1.235 -0.846 0.598
Br 7.346 -1.434 -1.941 0.571
Br 4.257 -1.426 -1.147 0.558
H 5.466 -0.115 -2.854 -0.024
C -12.253 4.535 -1.572 -1.558
Br -13.628 5.405 -0.527 0.526
Br -10.569 4.405 -0.586 0.878
Br -12.852 2.815 -2.233 0.505
H -12.076 5.157 -2.440 -0.034
C -17.227 4.152 -2.508 -1.631
Br -16.023 4.986 -3.761 0.551
Br -16.446 2.592 -1.695 0.542
Br -17.859 5.405 -1.184 0.553
H -18.089 3.822 -3.069 -0.036
C 9.375 2.878 -1.627 -1.653
Br 9.713 4.696 -1.080 0.577
Br 9.383 2.690 -3.544 0.575
Br 10.586 1.642 -0.784 0.536
H 8.379 2.624 -1.289 -0.113
C 14.482 -0.400 -0.708 -1.637
Br 13.184 -1.320 -1.792 0.563
Br 14.297 -0.846 1.160 0.562
Br 16.280 -0.694 -1.335 0.559
H 14.282 0.658 -0.802 -0.031
C -1.454 -3.389 -6.707 -1.625
Br -2.294 -2.427 -8.150 0.570
Br 0.229 -4.147 -7.262 0.546
Br -1.303 -2.287 -5.126 0.561
H -2.106 -4.214 -6.455 -0.029
C 7.322 3.145 2.305 -1.652
Br 8.451 1.606 2.586 0.550
Br 5.459 2.687 2.455 0.563
Br 7.807 4.609 3.459 0.577
H 7.483 3.478 1.288 -0.059
C 2.866 -10.471 -1.596 -1.621
Br 2.061 -9.601 -3.117 0.559
Br 4.594 -11.203 -2.025 0.557
Br 2.946 -9.310 -0.057 0.538
H 2.225 -11.301 -1.331 -0.039
C 17.558 0.759 3.299 -1.652
Br 18.550 0.725 1.649 0.550
Br 18.725 0.763 4.834 0.567
Br 16.308 2.224 3.348 0.558
H 16.980 -0.154 3.341 -0.044
C 3.884 -14.238 1.128 -1.632
Br 3.808 -12.476 1.906 0.562
Br 2.230 -14.695 0.249 0.566
Br 5.398 -14.447 -0.045 0.552
H 4.018 -14.939 1.940 -0.034
```

total charge	-1
2S+1	1
calculated total energy	-104545.83134	Ha



# 3
Density functional theory data (wB97M-V/def2-TZVPD) for a structure of composition C22H27Cl2MnN5O8S2 at a distorted geometry.

Geometry as XYZ:
```
67
Properties=species:S:1:pos:R:3:lowdin_charge:R:1
Mn -1.049 -1.537 0.922 0.448
N -3.360 -2.127 4.753 0.030
C -2.730 -1.677 3.606 -0.942
S -3.203 -2.386 2.120 0.575
N -1.911 -0.682 3.781 -0.041
N -1.112 -0.283 2.770 -0.046
C -0.417 0.782 3.047 -0.097
C 0.603 1.399 2.260 -0.155
C 1.147 2.604 2.720 -0.066
C 2.106 3.295 2.014 -0.139
C 2.548 2.790 0.795 -0.124
C 2.062 1.595 0.325 -0.037
C 1.103 0.835 1.040 -0.367
O 0.711 -0.300 0.579 -0.167
H -3.720 -3.061 4.633 0.050
H -2.749 -2.054 5.554 0.072
H -0.645 1.264 4.005 0.118
H 0.795 2.997 3.667 0.102
H 2.517 4.217 2.402 0.079
H 3.274 3.349 0.216 0.087
H 2.412 1.196 -0.618 0.087
C -1.445 5.020 -2.036 -0.045
C -1.893 4.347 -0.778 -0.202
C -2.411 5.071 0.276 -0.091
C -2.776 4.417 1.441 -0.685
Cl -3.421 5.344 2.762 0.603
C -2.646 3.049 1.563 -0.092
C -2.136 2.317 0.504 0.022
C -1.762 2.948 -0.678 -0.214
O -1.249 2.338 -1.764 -0.033
C -1.127 0.920 -1.767 -0.080
C -2.497 0.153 -1.551 -0.686
O -3.443 0.474 -2.259 0.004
O -2.457 -0.732 -0.662 -0.150
H -1.610 6.095 -1.993 0.067
H -1.975 4.594 -2.885 0.082
H -0.383 4.835 -2.182 0.081
H -2.522 6.143 0.197 0.098
H -2.925 2.537 2.470 0.108
H -2.052 1.244 0.614 0.100
H -0.412 0.586 -1.007 0.088
H -0.745 0.673 -2.763 0.123
C 1.225 -3.590 -5.318 -0.095
C 1.332 -3.745 -3.806 -0.274
N 0.767 -2.584 -3.120 -0.046
C 0.778 -2.669 -1.713 -0.772
S -0.547 -3.274 -0.898 0.772
N 1.926 -2.361 -1.064 0.027
C 3.022 -1.629 -1.648 -0.235
C 4.313 -2.450 -1.623 -0.086
H 1.664 -4.454 -5.816 0.065
H 1.742 -2.692 -5.646 0.068
H 0.182 -3.511 -5.616 0.070
H 2.381 -3.839 -3.513 0.098
H 0.820 -4.666 -3.491 0.113
H -0.205 -2.476 -3.404 0.107
H 1.806 -2.270 -0.057 0.120
H 3.179 -0.706 -1.080 0.098
H 2.758 -1.372 -2.676 0.112
H 4.586 -2.666 -0.595 0.073
H 5.124 -1.896 -2.093 0.065
H 4.185 -3.394 -2.150 0.054
O 1.637 -3.067 4.049 -0.355
Cl 0.488 -3.666 3.454 0.615
O -0.638 -3.509 4.308 -0.354
O 0.735 -5.056 3.246 -0.358
O 0.248 -3.048 2.176 -0.450
```

total charge	-2
2S+1	2
expectation value of S²	1.206
energy relative to the best compared isomer or geometry (same formula, charge and spin)	9.4	kcal per mole



# 4
Density functional theory data (wB97M-V/def2-TZVPD) for a structure of composition C22H27CoNPSe4.

Geometry as XYZ:
```
56
Properties=species:S:1:pos:R:3:lowdin_charge:R:1
Co 0.114 1.135 -1.199 0.134
Se 0.602 -2.849 0.545 0.323
P -1.156 -1.701 0.486 0.159
Se -1.529 -0.548 -1.406 0.416
C -1.223 -0.522 1.881 -0.407
C -1.185 0.859 1.754 -0.143
C -1.128 1.678 2.875 -0.077
C -1.121 1.112 4.140 -0.069
C -1.183 -0.269 4.279 -0.057
C -1.231 -1.082 3.159 -0.087
C -2.679 -2.671 0.642 -0.434
C -3.876 -2.025 0.946 -0.099
C -5.048 -2.756 1.038 -0.071
C -5.029 -4.128 0.819 -0.069
C -3.838 -4.770 0.513 -0.066
C -2.659 -4.043 0.425 -0.101
H -1.284 1.315 0.778 0.008
H -1.116 2.755 2.760 0.107
H -1.085 1.745 5.018 0.110
H -1.191 -0.715 5.265 0.113
H -1.259 -2.159 3.273 0.112
H -3.891 -0.954 1.115 0.108
H -5.978 -2.257 1.281 0.108
H -5.947 -4.698 0.892 0.109
H -3.823 -5.839 0.347 0.109
H -1.720 -4.534 0.201 0.066
C 3.358 2.202 -2.719 -0.351
Se 1.474 2.340 -3.178 0.976
C 1.175 4.109 -2.389 -0.517
C -0.296 4.476 -2.404 -0.506
Se -1.465 3.103 -1.622 0.952
C -2.200 2.389 -3.280 -0.364
H 3.487 2.248 -1.641 0.030
H 3.895 3.005 -3.213 0.038
H 3.711 1.245 -3.092 0.027
H 1.746 4.834 -2.967 0.082
H 1.569 4.090 -1.373 0.075
H -0.658 4.645 -3.416 0.076
H -0.461 5.385 -1.831 0.073
H -2.791 3.174 -3.744 0.041
H -2.837 1.555 -3.002 -0.001
H -1.406 2.053 -3.941 0.017
C 5.292 -1.926 0.715 -0.022
C 4.085 -1.154 0.285 -0.248
C 3.462 -0.237 1.125 -0.002
C 2.331 0.426 0.695 -0.119
N 1.803 0.234 -0.520 -0.092
C 2.385 -0.663 -1.329 -0.207
C 3.518 -1.356 -0.972 -0.029
H 5.651 -1.599 1.689 0.085
H 6.099 -1.818 -0.011 0.094
H 5.049 -2.989 0.778 0.099
H 3.840 -0.051 2.121 0.125
H 1.812 1.118 1.347 0.117
H 1.896 -0.838 -2.280 0.116
H 3.937 -2.079 -1.660 0.132
```

total charge	+1
2S+1	4
expectation value of S²	3.763
calculated total energy	-12238.97787	Ha



# 5
Density functional theory data (wB97M-V/def2-TZVPD) for the molecule C22H27FN4O4.

Geometry as XYZ:
```
58
Properties=species:S:1:pos:R:3:lowdin_charge:R:1
C 2.687 1.315 4.924 -0.082
O 3.302 1.799 3.755 -0.077
C 2.630 1.714 2.576 -0.274
C 3.339 2.090 1.438 -0.002
C 2.751 2.012 0.194 0.004
C 1.443 1.569 0.056 -0.165
N 0.828 1.409 -1.193 0.152
C 1.138 2.011 -2.362 -0.451
O 2.025 2.820 -2.531 0.064
C 0.264 1.543 -3.534 -0.090
N -0.814 0.674 -3.122 -0.208
C -1.218 -0.296 -4.124 -0.158
C -2.419 -1.096 -3.584 -0.152
N -2.392 -0.987 -2.142 -0.211
C -3.058 -2.009 -1.371 -0.088
C -2.301 -2.258 -0.059 -0.455
O -2.853 -2.625 0.955 0.065
N -0.971 -2.046 -0.220 0.145
C 0.058 -2.112 0.716 -0.228
C 1.331 -1.697 0.323 -0.019
C 2.379 -1.699 1.221 -0.002
C 2.146 -2.130 2.515 -0.284
F 3.160 -2.114 3.409 0.049
C 0.901 -2.572 2.921 -0.003
C -0.146 -2.565 2.018 -0.019
C -2.740 0.359 -1.720 -0.141
C -1.983 1.362 -2.603 -0.149
C 0.710 1.227 1.203 -0.209
O -0.589 0.832 0.994 -0.107
C -1.403 0.599 2.120 -0.066
C 1.308 1.293 2.452 0.042
H 3.428 1.431 5.714 0.095
H 2.425 0.257 4.830 0.088
H 1.794 1.894 5.182 0.095
H 4.355 2.431 1.552 0.118
H 3.298 2.302 -0.688 0.109
H 0.008 0.814 -1.201 0.111
H -0.077 2.435 -4.082 0.137
H 0.928 0.992 -4.206 0.134
H -1.489 0.182 -5.081 0.124
H -0.369 -0.961 -4.303 0.121
H -2.328 -2.144 -3.872 0.121
H -3.361 -0.711 -4.007 0.123
H -4.105 -1.772 -1.130 0.133
H -3.050 -2.953 -1.924 0.134
H -0.735 -1.656 -1.130 0.135
H 1.495 -1.359 -0.689 0.118
H 3.361 -1.360 0.935 0.126
H 0.756 -2.913 3.934 0.120
H -1.126 -2.901 2.316 0.105
H -2.436 0.469 -0.677 0.104
H -3.828 0.537 -1.784 0.128
H -2.627 1.727 -3.421 0.126
H -1.673 2.225 -2.015 0.128
H -1.021 -0.225 2.729 0.085
H -2.382 0.320 1.733 0.092
H -1.499 1.501 2.733 0.104
H 0.747 1.016 3.328 0.101
```

2S+1	1
energy relative to the best compared isomer or geometry (same formula, charge and spin)	21.1	kcal per mole



# 6
Density functional theory data (wB97M-V/def2-TZVPD) for a structure of composition C22H27FN5O3Yb at a distorted geometry.

Geometry as XYZ:
```
59
Properties=species:S:1:pos:R:3:lowdin_charge:R:1
Yb -0.599 4.350 -1.964 1.386
F -3.442 -0.252 1.457 0.028
C -2.285 -0.319 0.725 -0.183
C -1.838 0.821 0.086 0.077
C -0.695 0.802 -0.684 -0.029
C -0.307 2.094 -1.393 -0.597
O -1.400 2.590 -2.102 -0.239
C 0.788 1.794 -2.412 -0.061
C 1.410 0.614 -2.462 -0.005
N 1.193 -0.420 -1.552 -0.025
C 2.108 -1.513 -1.530 -0.280
C 3.575 -1.205 -1.422 -0.084
C 2.863 -1.831 -0.266 -0.104
C 0.067 -0.381 -0.764 -0.143
C -0.368 -1.505 -0.064 0.038
C -1.576 -1.508 0.631 -0.160
N -1.997 -2.756 1.184 -0.136
C -2.003 -3.892 0.276 -0.121
C -1.553 -5.110 1.113 -0.082
N -1.750 -4.700 2.524 0.022
C -3.131 -4.201 2.724 -0.081
C -3.177 -2.819 2.028 -0.133
C 1.012 2.797 -3.533 -0.612
O 1.307 2.379 -4.644 0.057
O 0.906 4.038 -3.229 -0.153
H -2.392 1.743 0.161 0.138
H 2.142 0.398 -3.230 0.145
H 1.828 -2.357 -2.161 0.148
H 3.846 -0.166 -1.328 0.102
H 4.275 -1.792 -1.994 0.102
H 2.680 -1.212 0.596 0.099
H 3.059 -2.868 -0.034 0.094
H 0.207 -2.418 -0.115 0.103
H -1.318 -3.712 -0.551 0.123
H -3.000 -4.058 -0.153 0.137
H -0.494 -5.323 0.962 0.136
H -2.131 -6.005 0.890 0.133
H -1.189 -3.817 2.570 0.187
H -1.460 -5.409 3.197 0.188
H -3.345 -4.111 3.787 0.134
H -3.835 -4.907 2.286 0.133
H -3.127 -2.021 2.768 0.133
H -4.110 -2.700 1.460 0.139
N -1.776 7.405 -0.843 -0.105
C -1.473 6.413 -1.355 -0.444
C 0.886 3.437 1.828 -0.057
C 1.238 3.262 0.333 -0.626
C 1.942 4.564 -0.142 -0.061
C 2.254 2.109 0.245 -0.040
N -0.024 3.114 -0.378 -0.081
H 1.789 3.596 2.412 0.071
H 0.379 2.544 2.189 0.070
H 0.212 4.282 1.948 0.076
H 2.858 4.739 0.419 0.080
H 1.266 5.418 0.014 0.070
H 2.192 4.483 -1.205 0.065
H 3.072 2.299 0.941 0.084
H 2.661 2.036 -0.757 0.069
H 1.779 1.168 0.511 0.070
```

2S+1	2
expectation value of S²	0.751
calculated total energy	-2612.49658	Ha



# 7
Density functional theory data (wB97M-V/def2-TZVPD) for a structure of composition C22H27MgN6S4.

Geometry as XYZ:
```
60
Properties=species:S:1:pos:R:3:lowdin_charge:R:1
Mg -0.758 -0.652 -0.805 0.206
C -4.515 -0.592 -1.596 -0.508
C -4.142 0.607 -2.467 -0.483
S -2.375 0.734 -2.848 0.863
C -2.018 2.456 -2.425 -0.496
C -2.248 2.858 -0.973 -0.481
S -1.343 1.817 0.198 0.879
C -2.615 1.314 1.384 -0.506
C -3.844 0.619 0.818 -0.469
S -3.487 -0.888 -0.145 0.861
H -5.546 -0.495 -1.261 0.091
H -4.451 -1.518 -2.169 0.074
H -4.670 0.524 -3.416 0.085
H -4.452 1.544 -2.007 0.071
H -0.969 2.584 -2.699 0.078
H -2.605 3.095 -3.081 0.091
H -1.901 3.882 -0.838 0.087
H -3.305 2.841 -0.713 0.069
H -2.068 0.640 2.042 0.035
H -2.916 2.184 1.965 0.092
H -4.489 0.336 1.648 0.089
H -4.421 1.282 0.174 0.065
S -0.205 -1.347 1.452 0.596
C 1.276 -0.380 1.339 -0.761
N 1.996 -0.018 2.378 0.072
N 1.577 -0.377 3.538 0.006
C 2.278 -0.029 4.716 -0.223
C 1.701 -0.357 5.936 -0.031
C 2.363 -0.041 7.111 -0.080
C 3.591 0.603 7.069 -0.086
C 4.153 0.929 5.842 -0.075
C 3.505 0.615 4.659 -0.026
N 1.865 0.072 0.187 0.050
N 1.232 -0.082 -0.893 -0.068
C 1.957 0.309 -2.064 -0.244
C 1.252 0.343 -3.262 -0.052
C 1.885 0.704 -4.443 -0.073
C 3.233 1.026 -4.430 -0.076
C 3.941 0.979 -3.234 -0.065
C 3.313 0.619 -2.053 -0.017
H 0.725 -0.931 3.601 0.074
H 0.738 -0.857 5.960 0.113
H 1.913 -0.296 8.062 0.107
H 4.109 0.847 7.987 0.105
H 5.111 1.432 5.804 0.108
H 3.933 0.864 3.697 0.106
H 0.202 0.068 -3.278 0.051
H 1.327 0.728 -5.370 0.109
H 3.732 1.304 -5.350 0.108
H 4.996 1.223 -3.225 0.110
H 3.855 0.581 -1.118 0.109
N 0.440 -4.375 -2.264 0.087
C -0.697 -4.361 -3.040 -0.060
C -1.304 -3.182 -2.763 -0.111
N -0.555 -2.479 -1.833 -0.020
C 0.490 -3.236 -1.556 -0.164
H 1.123 -5.113 -2.227 0.166
H -0.959 -5.168 -3.702 0.123
H -2.222 -2.790 -3.168 0.105
H 1.269 -2.999 -0.850 0.132
```

total charge	+1
2S+1	1
energy relative to the best compared isomer or geometry (same formula, charge and spin)	0.0	kcal per mole